This record from the Open Molecules 2025 dataset describes C65H64N3O4P2PbS2Sb2 as an isolated structure. The level of theory is the ωB97M-V functional and the def2-TZVPD basis.

```
143
Properties=species:S:1:pos:R:3:lowdin_charge:R:1
Pb 0.254 -1.366 0.933 0.9261
S -1.074 -0.682 3.161 0.3386
P -2.734 -1.394 2.220 0.4566
C -2.373 -1.237 0.513 -0.6420
P -2.444 -2.741 -0.371 0.4288
S -0.623 -3.638 -0.355 0.2499
C -3.739 -3.948 0.029 -0.3439
C -3.430 -5.258 0.356 -0.1032
C -4.450 -6.127 0.700 -0.0756
C -5.762 -5.686 0.717 -0.0797
C -6.067 -4.374 0.388 -0.0769
C -5.056 -3.502 0.041 -0.0880
C -2.812 -2.290 -2.090 -0.3484
C -3.377 -1.060 -2.391 -0.0998
C -3.669 -0.744 -3.705 -0.0920
C -3.394 -1.653 -4.713 -0.0982
C -2.834 -2.884 -4.409 -0.0796
C -2.548 -3.208 -3.097 -0.0969
C -4.091 -0.268 2.646 -0.3616
C -4.329 0.046 3.979 -0.1020
C -5.322 0.955 4.294 -0.0773
C -6.070 1.544 3.285 -0.0812
C -5.845 1.212 1.959 -0.0788
C -4.852 0.305 1.638 -0.0911
C -3.140 -3.010 2.960 -0.3397
C -2.100 -3.917 3.124 -0.1124
C -2.364 -5.177 3.622 -0.0707
C -3.661 -5.529 3.962 -0.0788
C -4.695 -4.619 3.806 -0.0757
C -4.441 -3.357 3.301 -0.0794
H -2.401 -5.588 0.339 0.0711
H -4.217 -7.149 0.956 0.1105
H -6.552 -6.372 0.982 0.1068
H -7.092 -4.036 0.406 0.1074
H -5.273 -2.473 -0.218 0.1062
H -3.583 -0.364 -1.591 0.0789
H -4.123 0.206 -3.942 0.1042
H -3.627 -1.408 -5.739 0.1063
H -2.632 -3.596 -5.195 0.1060
H -2.117 -4.166 -2.838 0.0937
H -3.730 -0.419 4.750 0.1056
H -5.517 1.205 5.325 0.1047
H -6.839 2.258 3.534 0.1037
H -6.446 1.656 1.180 0.1034
H -4.658 0.032 0.610 0.0757
H -1.085 -3.632 2.879 0.0624
H -1.557 -5.882 3.747 0.1097
H -3.865 -6.513 4.355 0.1074
H -5.702 -4.894 4.083 0.1108
H -5.245 -2.644 3.182 0.1104
O 1.273 -2.736 2.665 -0.1595
C 2.355 -2.639 3.241 -0.1747
C 3.525 -1.887 2.895 -0.1056
C 4.699 -2.286 3.546 0.0565
C 5.919 -1.732 3.241 -0.1565
C 6.011 -0.713 2.277 0.0230
C 4.880 -0.273 1.659 -0.0015
C 3.589 -0.817 1.931 -0.3738
O 2.573 -0.302 1.349 -0.3997
N 7.098 -2.244 3.875 -0.3714
O 8.171 -1.863 3.454 0.0826
O 6.949 -3.037 4.781 0.0807
H 2.489 -3.257 4.145 0.1434
H 4.679 -3.081 4.279 0.1303
H 6.983 -0.300 2.054 0.1240
H 4.923 0.510 0.914 0.1090
C -1.100 2.251 0.686 -0.3394
C -1.063 2.458 -0.823 -0.3422
C -0.434 1.317 -1.593 -0.3147
Sb 1.713 1.146 -1.093 1.6261
C 3.548 0.316 -2.018 -0.3020
C 3.916 -0.987 -1.750 -0.1381
C 5.154 -1.449 -2.169 -0.0574
C 6.026 -0.596 -2.829 -0.0579
C 5.662 0.719 -3.062 -0.0565
C 4.421 1.180 -2.649 -0.1252
C 2.175 3.192 -1.651 -0.3844
C 1.477 3.802 -2.683 -0.1354
C 1.761 5.105 -3.053 -0.0592
C 2.756 5.807 -2.395 -0.0593
C 3.478 5.198 -1.381 -0.0692
C 3.187 3.895 -1.012 -0.1556
Sb 0.877 2.214 1.606 1.5538
C 0.338 2.143 3.714 -0.3980
C -0.841 2.723 4.134 -0.1285
C -1.164 2.707 5.479 -0.0646
C -0.310 2.114 6.391 -0.0639
C 0.859 1.511 5.958 -0.0661
C 1.183 1.523 4.612 -0.1507
C 1.308 4.339 1.518 -0.3590
C 2.552 4.764 1.957 -0.1550
C 2.910 6.096 1.861 -0.0837
C 2.016 7.013 1.333 -0.0734
C 0.765 6.597 0.912 -0.0658
C 0.416 5.260 0.999 -0.1130
H -1.588 1.306 0.923 0.0145
H -1.682 3.043 1.160 0.0588
H -0.558 3.402 -1.057 0.0780
H -2.098 2.549 -1.174 0.1292
H -0.501 1.453 -2.666 0.0417
H -0.882 0.361 -1.335 0.0160
H 3.248 -1.643 -1.210 0.0997
H 5.443 -2.470 -1.966 0.1154
H 6.992 -0.955 -3.147 0.1133
H 6.344 1.395 -3.556 0.1152
H 4.151 2.212 -2.824 0.0902
H 0.712 3.253 -3.213 0.0803
H 1.210 5.563 -3.861 0.1118
H 2.976 6.823 -2.682 0.1115
H 4.269 5.735 -0.882 0.1129
H 3.759 3.413 -0.227 0.1036
H -1.508 3.195 3.426 0.1003
H -2.082 3.169 5.812 0.1123
H -0.556 2.122 7.442 0.1109
H 1.521 1.038 6.668 0.1117
H 2.092 1.049 4.263 0.0980
H 3.246 4.045 2.378 0.1024
H 3.886 6.419 2.194 0.1121
H 2.293 8.052 1.254 0.1097
H 0.057 7.311 0.516 0.1111
H -0.566 4.950 0.673 0.0896
C -0.644 1.310 -5.613 -0.0632
C -0.290 -0.046 -5.024 -0.2295
N 1.067 -0.146 -4.476 -0.1121
C 2.132 -0.006 -5.469 -0.2137
C 2.572 1.452 -5.594 -0.0652
C 1.160 -1.297 -3.671 -0.4420
C 1.542 -2.617 -4.277 0.0154
N 0.870 -1.159 -2.441 0.0951
H -0.158 1.471 -6.570 0.0707
H -0.369 2.119 -4.945 0.0565
H -1.718 1.347 -5.774 0.0774
H -0.431 -0.806 -5.809 0.1237
H -0.976 -0.284 -4.208 0.0928
H 1.822 -0.386 -6.453 0.1280
H 2.993 -0.587 -5.128 0.1104
H 1.877 2.040 -6.182 0.0593
H 3.547 1.501 -6.070 0.0805
H 2.646 1.892 -4.604 0.0429
H 2.617 -2.676 -4.438 0.0839
H 1.050 -2.755 -5.237 0.0898
H 1.256 -3.427 -3.608 0.0864
H 0.863 -2.043 -1.932 -0.0181
```

HOMO-LUMO gap: 3.675 eV
Charge: +1
Highest occupied orbital energy: -8.81 eV
Max |F|: 1.93 eV/Å
2S+1: 1